Computed, not measured: a 7-piece molecular cluster, C13H33BrN14O7 overall at a distorted geometry, with wB97M-V/def2-TZVPD.

Computed properties:
* HOMO-LUMO gap: 9.69 eV
* SMILES: CCCO[C@](Br)(C#N)CC#N.NC(N)=O.NC(N)=O.NC(N)=O.NC(N)=O.NC(N)=O.NC(N)=O

Geometry (Å):
Br -3.9490 0.1913 -0.6935
O -1.4881 -1.1609 1.0834
O -3.7962 -0.7345 -3.4983
O -2.3517 1.8286 -5.6310
O 8.5469 3.0836 0.9575
O 4.9250 -0.8626 0.7983
O -0.6819 -3.8618 5.0492
O 1.4022 -0.4238 4.9812
N -3.0448 3.5448 -1.6421
N -1.8039 2.1651 -7.7905
N 6.4620 2.2338 0.8748
N -0.3423 -0.8621 3.0003
N -2.5890 -4.7525 5.8530
N 3.6428 -0.6594 4.9826
N -2.0182 0.5541 2.4451
N 8.2546 0.8724 0.6384
N -3.7106 3.0490 -6.9503
N 2.7133 1.3688 4.6017
N -7.3135 -0.8901 -2.5638
N 2.9887 -1.5152 1.7475
N -2.6569 -3.2849 4.1313
N 3.1880 -1.4601 -0.5063
C 7.8020 2.1245 0.8316
C -1.2952 -0.5299 2.1107
C -3.9248 2.8409 -2.3182
C -1.4028 0.3069 -3.1661
C -6.0921 -0.4064 -2.5881
C -1.8983 -3.9601 5.0135
C -4.6525 1.6954 -3.2401
C -2.6059 2.3164 -6.7210
C 3.7740 -1.2543 0.6869
C -2.4087 -1.0045 -3.1413
C -0.5741 0.4768 -1.7258
C 2.5151 0.0641 4.8627
C -4.5133 0.1551 -2.6012
H -3.6596 -3.3528 4.0863
H 2.2415 -1.7823 -0.6182
H 4.5681 -0.2757 4.8883
H 2.0386 -1.8384 1.6760
H -3.5905 -4.8466 5.8388
H 7.6569 0.0702 0.5325
H -4.0940 1.6237 -4.2929
H -0.1685 -0.3550 3.8516
H -5.7583 1.9968 -3.4744
H 5.8322 1.4559 0.7731
H -0.9614 1.6204 -7.6609
H -2.7461 0.8383 1.8025
H -1.8744 1.0866 3.2865
H 3.6219 1.7888 4.5006
H 3.7446 -1.2756 -1.3307
H 6.0798 3.1594 1.0186
H 0.2247 -1.6722 2.7867
H -3.9371 3.4588 -7.8407
H -2.2674 -1.6788 -2.1659
H 0.5062 0.8753 -1.9389
H 9.2575 0.7462 0.5995
H -1.9962 2.5591 -8.6959
H -1.1285 1.2530 -1.0176
H -1.9914 -1.7083 -4.0136
H 3.5382 -1.6463 5.1791
H -1.9140 1.3075 -3.4891
H -0.4888 -0.5808 -1.1906
H -2.1762 -2.6770 3.4810
H -0.5429 0.1166 -3.9739
H 1.8904 1.9490 4.5039
H -4.3413 3.1872 -6.1714
H 3.3914 -1.3732 2.6647
H -2.0559 -5.2785 6.5330

Cartesian forces (eV/Å) of the 3 atoms listed first:
Br -0.3355 -0.4285 -1.2466
O -0.2375 -0.3456 -0.4978
O -0.2087 1.3524 2.4183

---

Computed, not measured: C15H16F21O23S7Zr as an isolated structure at a distorted geometry, with wB97M-V/def2-TZVPD.

Computed properties:
* HOMO-LUMO gap: 7.02 eV
* net charge: -3

Geometry (Å):
Zr 0.3932 0.7143 0.4215
S 1.9835 -2.2865 -0.9319
S 1.2790 3.4595 2.4483
S -1.9986 -0.6997 -1.8691
S 3.8223 1.7161 -0.3231
S -1.5173 -0.2129 2.5680
S 2.8833 -0.2088 2.7643
S 1.3287 0.5714 -3.1351
F -1.1450 4.5836 1.9911
F -0.0005 5.6388 3.5588
F 1.6668 2.1504 -5.2982
F 2.1120 -3.3965 1.5803
F -0.4747 1.7140 -4.7134
F 0.2180 -0.0587 4.7126
F -4.5739 -1.0983 -2.4006
F 3.6012 -2.5868 3.8420
F 4.8302 3.9975 -1.3243
F -4.3241 0.0528 -0.6623
F 3.7465 -3.9894 0.4105
F 0.7063 3.0726 -3.5767
F -1.7251 -0.9068 5.1037
F 2.6235 3.9604 -0.9460
F -1.5742 1.1957 4.8412
F 2.4305 -1.3523 5.3332
F 1.4598 -2.2902 3.6318
F 0.5436 5.7916 1.3370
F -4.0573 -2.0234 -0.4973
F 3.4844 2.9510 -2.6311
F 1.8328 -4.8465 0.0497
O 1.5780 0.2397 2.1733
O 2.6902 3.9690 2.4856
O 0.9366 2.5707 1.3381
O 2.8051 0.5039 -3.1239
O 3.6738 -0.7264 1.7097
O -1.1633 1.0505 1.8804
O -2.0469 0.3853 -2.8292
O 3.3115 -1.7763 -1.4479
O -1.1538 2.5655 -0.3114
O 4.4792 0.7105 -1.1798
O 0.7504 0.8354 -1.7476
O 1.2191 -2.8666 -2.0218
O 2.4161 1.2908 -0.1039
O -0.9580 -4.7933 -1.8095
O -2.8848 -0.6372 2.3457
O 3.5476 0.8712 3.5267
O 4.5475 2.1601 0.9265
O 0.7026 -0.6898 -3.6210
O -1.5000 -1.9154 -2.4826
O -1.2103 -0.2486 -0.6711
O 0.8717 2.8862 3.7105
O 1.2561 -1.1783 -0.1802
O -0.5445 -0.9740 1.7840
C -1.9476 -6.5806 -0.7696
C -0.8404 3.7326 -1.0527
C -1.9305 4.0591 -1.9748
C -1.1074 -0.0203 4.3964
C 0.0258 4.9841 2.3512
C -2.3149 -5.3348 0.1771
C 2.6032 -1.6975 4.0267
C -3.8758 -0.9807 -1.2851
C 3.6947 3.3116 -1.3883
C 2.4338 -3.7214 0.3690
C -1.8211 -4.2275 -0.7577
C -0.6633 -6.1319 -1.3808
C -2.6161 2.8417 -0.0487
C -3.1811 3.5382 -1.3824
C 0.7861 1.9946 -4.3101
H -0.8254 4.4579 -0.2392
H -1.3017 -3.4663 -0.1756
H -1.7325 -5.3304 1.0985
H -2.7193 -3.8138 -1.2162
H -1.7605 3.5526 -2.9249
H -2.8161 3.4452 0.8367
H -3.3827 -5.1341 0.2643
H -2.0158 5.1438 -2.0409
H -0.4402 -6.7432 -2.2552
H -3.9562 4.2766 -1.1773
H 0.1641 -6.2659 -0.6839
H -3.2132 1.9379 0.0720
H -1.9072 -7.5043 -0.1923
H -3.5870 2.7648 -2.0344
H 0.1493 3.8493 -1.4942
H -2.7801 -6.7829 -1.4434

Cartesian forces (eV/Å) of the 3 atoms listed first:
Zr 2.3275 -1.6375 -1.6274
S 3.3895 3.0521 -3.4721
S 3.2027 0.5950 3.0619